Entry 1:
Entry from the OMol25 dataset: the molecule C4H6Cl2OS (ωB97M-V/def2-TZVPD).

Calculated values
- SMILES string: CC(Cl)(Cl)C(=S)CO
- Net charge: 0
- Maximum force: 3.10 eV Å⁻¹
- ΔE to the lowest compared entry with this formula, charge and spin: 14.4 kcal per mole

CARTESIAN COORDINATES (ANGSTROEM)
C (-1.0051, -0.6937, 1.7366)
C (-0.7833, -0.2475, 0.2972)
Cl (-1.8960, 1.0867, -0.1709)
Cl (-0.9415, -1.4871, -0.9205)
C (0.6528, 0.2322, 0.1824)
S (1.1913, 1.7255, -0.1937)
C (1.6942, -0.8768, 0.4977)
O (2.8768, -0.6721, -0.1697)
H (-0.9929, 0.1516, 2.3735)
H (-0.2050, -1.4159, 2.0293)
H (-1.9897, -1.1781, 1.7826)
H (1.9179, -0.9728, 1.5581)
H (1.2146, -1.8112, 0.1868)
H (2.8643, -0.6833, -1.2027)

These are the natural (NBO) partial charges, in e, on atoms 1 to 5: number 1, C, carries -0.633; number 2, C, carries -0.121; number 3, Cl, carries -0.003; number 4, Cl, carries 0.025; number 5, C, carries -0.137

=====

Entry 2:
Entry from the OMol25 dataset: the molecule CH2ClNO5 (ωB97M-V/def2-TZVPD).

Calculated values
- SMILES string: O=[N+]([O-])OOOCCl
- Net charge: 0
- Maximum force: 6.99 eV Å⁻¹
- ΔE to the lowest compared entry with this formula, charge and spin: 0.0 kcal per mole

CARTESIAN COORDINATES (ANGSTROEM)
O (2.7069, 2.1212, -0.7380)
N (1.4849, 2.0435, -0.7967)
O (0.5823, 2.8003, -0.8068)
O (0.9727, 0.5345, -0.9361)
O (0.4450, 0.2995, 0.2671)
O (-1.0589, -0.2754, 0.3898)
C (-1.0879, -1.5509, 0.6189)
Cl (-2.7757, -2.0604, 0.6523)
H (-0.6067, -2.0516, -0.2032)
H (-0.6627, -1.8606, 1.5527)

These are the natural (NBO) partial charges, in e, on atoms 1 to 5: number 1, O, carries -0.275; number 2, N, carries 0.687; number 3, O, carries -0.231; number 4, O, carries -0.135; number 5, O, carries -0.036

=====

Entry 3:
Entry from the OMol25 dataset: the molecule C6H10O (ωB97M-V/def2-TZVPD).

Calculated values
- SMILES string: C[C@H]1C(=O)C1(C)C
- Net charge: 0
- Maximum force: 2.86 eV Å⁻¹
- ΔE to the lowest compared entry with this formula, charge and spin: 52.0 kcal per mole

CARTESIAN COORDINATES (ANGSTROEM)
C (-2.0520, -0.3422, 0.0307)
C (-0.9986, 0.7255, 0.1028)
C (-0.4210, 1.0294, 1.4302)
O (-0.3795, 1.4563, 2.5821)
C (0.4628, 0.3341, 0.4002)
C (1.4552, 1.2033, -0.3563)
C (0.9100, -1.1033, 0.5187)
H (-1.5611, -1.0785, 0.7446)
H (-2.2113, -0.9625, -0.8874)
H (-3.0308, 0.0899, 0.2754)
H (-1.1022, 1.6645, -0.5927)
H (1.6180, 0.9323, -1.4048)
H (2.4090, 0.9682, 0.2099)
H (1.2497, 2.3281, -0.2655)
H (0.9182, -1.3482, -0.5200)
H (0.4042, -1.6931, 1.2531)
H (1.9037, -1.1474, 0.7863)

These are the natural (NBO) partial charges, in e, on atoms 1 to 5: number 1, C, carries -0.619; number 2, C, carries -0.314; number 3, C, carries 0.615; number 4, O, carries -0.495; number 5, C, carries -0.174

=====

Entry 4:
Entry from the OMol25 dataset: a cluster of 2 separate species, C5H7P in total (ωB97M-V/def2-TZVPD).

Calculated values
- SMILES string: C#CP=C.C=C
- Net charge: 0
- Maximum force: 2.17 eV Å⁻¹
- ΔE to the lowest compared entry with this formula, charge and spin: 73.9 kcal per mole

CARTESIAN COORDINATES (ANGSTROEM)
C (-1.8904, 2.3962, -0.5379)
C (-1.9292, 1.2978, -0.0098)
P (-1.9777, -0.3570, 0.6817)
C (-1.8598, -1.1485, -0.8266)
H (-2.2949, 3.1857, -1.1113)
H (-2.2422, -2.1506, -0.9450)
H (-1.4651, -0.6991, -1.7209)
C (1.4842, -0.7938, 0.9245)
C (1.2145, 0.5024, 1.1838)
H (1.5313, -1.6950, 1.6400)
H (1.6049, -1.1112, -0.1344)
H (1.0849, 0.7570, 2.2182)
H (0.8709, 1.2269, 0.4232)

These are the natural (NBO) partial charges, in e, on atoms 1 to 5: number 1, C, carries -0.218; number 2, C, carries -0.395; number 3, P, carries 0.705; number 4, C, carries -0.765; number 5, H, carries 0.236

=====

Entry 5:
Entry from the OMol25 dataset: a cluster of 2 separate species, H2N3O3P in total (ωB97M-V/def2-TZVPD).

Calculated values
- Net charge: -2
- Maximum force: 4.57 eV Å⁻¹
- ΔE to the lowest compared entry with this formula, charge and spin: 73.7 kcal per mole

CARTESIAN COORDINATES (ANGSTROEM)
N (2.1024, 1.0125, 0.1620)
N (1.4318, 0.2496, 0.7769)
N (2.1939, 1.7643, -0.8159)
O (-1.6772, -0.3522, -1.1523)
O (-1.4810, -2.1982, 0.6312)
O (-2.7120, 0.0458, 1.1891)
P (-1.4903, -0.3511, 0.3737)
H (-1.5376, -2.4264, -0.2400)
H (3.1699, 2.2557, -0.9246)

These are the natural (NBO) partial charges, in e, on atoms 1 to 5: number 1, N, carries 0.006; number 2, N, carries -0.267; number 3, N, carries -0.682; number 4, O, carries -1.244; number 5, O, carries -1.085

=====

Entry 6:
Entry from the OMol25 dataset: the molecule C6H10O (ωB97M-V/def2-TZVPD).

Calculated values
- SMILES string: C[C@H]1C[C@H]2OC[C@@H]12
- Net charge: 0
- Maximum force: 0.37 eV Å⁻¹
- ΔE to the lowest compared entry with this formula, charge and spin: 34.8 kcal per mole

CARTESIAN COORDINATES (ANGSTROEM)
C (1.6670, -0.5604, -0.3776)
C (0.7875, 0.3182, 0.5028)
C (0.1127, 1.4928, -0.2518)
C (-1.2356, 0.7827, -0.1053)
O (-1.4206, -0.2806, -1.0703)
C (-1.2019, -1.2811, -0.0532)
C (-0.6302, -0.2306, 0.8906)
H (2.1011, -1.4122, 0.1591)
H (2.4987, 0.0345, -0.7709)
H (1.0986, -0.9347, -1.2342)
H (1.3603, 0.6633, 1.3638)
H (0.1463, 2.4440, 0.2964)
H (0.4640, 1.6520, -1.2691)
H (-2.1537, 1.3640, 0.0521)
H (-0.5573, -2.1068, -0.3887)
H (-2.1624, -1.6831, 0.3026)
H (-0.8746, -0.2619, 1.9536)

These are the natural (NBO) partial charges, in e, on atoms 1 to 5: number 1, C, carries -0.616; number 2, C, carries -0.207; number 3, C, carries -0.425; number 4, C, carries 0.108; number 5, O, carries -0.540

=====

Entry 7:
Entry from the OMol25 dataset: a structure of composition C15H13CuF3O3 (ωB97M-V/def2-TZVPD).

Calculated values
- Net charge: +1
- Energy: -74676.0401 eV
- Maximum force: 9.01 eV Å⁻¹

CARTESIAN COORDINATES (ANGSTROEM)
C (-3.3638, -2.4145, 1.2851)
C (-2.6528, -1.4025, 0.1981)
C (-2.8790, -1.6351, -1.4420)
C (-2.1614, -0.6628, -2.5953)
C (-2.3871, -0.9500, -4.2225)
F (-3.7123, -0.5159, -4.7210)
F (-2.1634, -2.4088, -4.5202)
F (-1.3252, -0.2230, -5.0116)
C (-1.1611, 0.6039, -2.1588)
C (-0.9134, 0.8348, -0.5212)
C (-1.6509, -0.1348, 0.6249)
C (-1.3265, 0.2235, 2.2259)
O (-2.2306, 0.1526, 3.2086)
C (0.2404, 0.7391, 2.5022)
C (0.9211, 1.6042, 1.4569)
C (2.5053, 2.0697, 1.7236)
C (3.4154, 0.9131, 0.9335)
C (4.9994, 0.9273, 1.3566)
O (3.2065, 0.9981, -0.5481)
C (0.1003, 2.0299, 0.0632)
O (0.2482, 3.2318, -0.5211)
H (-2.6273, -3.3442, 1.4079)
H (-4.4059, -2.8344, 0.9549)
H (-3.4947, -1.9672, 2.3588)
H (-3.5660, -2.5622, -1.7452)
H (-0.6323, 1.3087, -2.9626)
H (0.8105, 0.3890, 3.4910)
H (2.6413, 3.1490, 1.2357)
H (2.7278, 2.0913, 2.8920)
H (2.9514, -0.1391, 1.2541)
H (5.1968, 0.0005, 2.0463)
H (5.6127, 0.7339, 0.3513)
H (5.3794, 1.9464, 1.7998)
H (2.3897, 0.4091, -0.6966)
Cu (-0.6925, -3.1612, -1.7042)

These are the natural (NBO) partial charges, in e, on atoms 1 to 5: number 1, C, carries -0.691; number 2, C, carries 0.048; number 3, C, carries -0.390; number 4, C, carries -0.150; number 5, C, carries 0.971

=====

Entry 8:
Entry from the OMol25 dataset: the molecule C22H17N3O3 (ωB97M-V/def2-TZVPD).

Calculated values
- SMILES string: CC(=O)N(c1ccccc1)c1cc2c(cc1Nc1ccccc1)C(=O)NC2=O
- Net charge: 0
- Maximum force: 4.92 eV Å⁻¹
- ΔE to the lowest compared entry with this formula, charge and spin: 0.0 kcal per mole

CARTESIAN COORDINATES (ANGSTROEM)
C (1.8991, 2.1918, -3.0796)
C (0.7250, 2.0448, -2.0913)
O (0.1129, 3.0736, -1.8155)
N (0.3235, 0.7972, -1.5929)
C (1.0903, -0.3395, -1.8293)
C (0.5345, -1.4034, -2.5435)
C (1.2527, -2.6235, -2.7706)
C (2.5928, -2.7043, -2.3427)
C (3.1553, -1.6084, -1.6890)
C (2.4375, -0.4495, -1.4898)
C (-0.8877, 0.6773, -0.8592)
C (-2.1272, 1.0854, -1.4227)
C (-3.2948, 0.9128, -0.6659)
C (-3.2770, 0.3838, 0.6217)
C (-2.0853, -0.0594, 1.1567)
C (-0.8904, 0.1172, 0.4686)
N (0.2739, -0.4381, 0.9677)
C (0.7544, -0.4334, 2.2617)
C (1.7306, -1.3662, 2.6390)
C (2.3046, -1.3110, 3.9057)
C (2.0052, -0.2815, 4.7725)
C (1.0116, 0.6363, 4.4574)
C (0.4041, 0.5554, 3.1915)
C (-4.6537, 0.3237, 1.0689)
O (-5.0792, 0.0199, 2.1408)
N (-5.4488, 0.8584, 0.1166)
C (-4.7028, 1.1688, -0.9868)
O (-5.2598, 1.6647, -1.9832)
H (1.8362, 1.4365, -3.8462)
H (2.8545, 2.1691, -2.5323)
H (1.8278, 3.1878, -3.5800)
H (-0.5081, -1.3099, -2.8354)
H (0.8112, -3.4530, -3.3112)
H (3.2112, -3.5540, -2.5517)
H (4.1600, -1.6532, -1.3005)
H (2.8962, 0.3544, -0.9174)
H (-2.1611, 1.5613, -2.3782)
H (-2.0667, -0.5252, 2.1311)
H (0.9156, -0.7951, 0.2778)
H (1.9858, -2.2156, 1.9965)
H (3.0013, -2.1067, 4.1519)
H (2.4641, -0.2297, 5.7522)
H (0.6978, 1.4073, 5.1658)
H (-0.3743, 1.2888, 2.9453)
H (-6.4532, 0.9442, 0.2256)

These are the natural (NBO) partial charges, in e, on atoms 1 to 5: number 1, C, carries -0.709; number 2, C, carries 0.698; number 3, O, carries -0.587; number 4, N, carries -0.523; number 5, C, carries 0.202

=====

Entry 9:
Entry from the OMol25 dataset: the ion C6H9N2O with charge +1 (ωB97M-V/def2-TZVPD).

Calculated values
- SMILES string: Cn1ccc2[n+]1CCO2
- Net charge: +1
- Maximum force: 4.02 eV Å⁻¹
- ΔE to the lowest compared entry with this formula, charge and spin: 33.0 kcal per mole

CARTESIAN COORDINATES (ANGSTROEM)
C (0.7577, -0.9060, -2.0747)
N (0.6007, 0.1855, -1.0636)
C (1.5894, 1.0673, -0.7790)
C (1.3426, 1.5830, 0.5343)
C (0.1865, 0.9060, 0.9125)
N (-0.1746, 0.0310, 0.0104)
C (-1.3988, -0.7529, 0.5578)
C (-1.5118, -0.0936, 1.9490)
O (-0.4897, 0.9472, 2.0386)
H (-0.1929, -1.4770, -1.9808)
H (0.8187, -0.6429, -3.1144)
H (1.6313, -1.6875, -1.8204)
H (2.3186, 1.3946, -1.4702)
H (1.7854, 2.3630, 1.1068)
H (-1.1395, -1.8149, 0.6036)
H (-2.1861, -0.5828, -0.3298)
H (-2.4839, 0.3819, 2.2050)
H (-1.4536, -0.9018, 2.7148)

These are the natural (NBO) partial charges, in e, on atoms 1 to 5: number 1, C, carries -0.433; number 2, N, carries -0.132; number 3, C, carries 0.075; number 4, C, carries -0.332; number 5, C, carries 0.519

=====

Entry 10:
Entry from the OMol25 dataset: the ion C9H10O3P with charge -1 (ωB97M-V/def2-TZVPD).

Calculated values
- <S²>: 2.0515
- Net charge: -1
- 2S+1: 3
- Maximum force: 5.91 eV Å⁻¹
- ΔE to the lowest compared entry with this formula, charge and spin: 11.2 kcal per mole

CARTESIAN COORDINATES (ANGSTROEM)
C (-1.3117, -2.3769, -0.0934)
C (-0.0864, -3.0209, 0.0553)
C (-1.3455, -0.9708, -0.1877)
C (1.0789, -2.2761, 0.0788)
C (-0.1912, -0.2143, -0.2848)
C (0.9985, -0.9393, -0.0638)
C (-0.0625, 1.2644, -0.2296)
C (-0.3400, 1.7663, 1.2153)
C (-1.0580, 1.9767, -1.1840)
O (3.4477, 0.2218, -1.0745)
O (2.8480, 0.4756, 1.4079)
O (1.2592, 1.6883, -0.4971)
P (2.4471, 0.2974, -0.0183)
H (-2.2184, -2.9054, 0.2068)
H (-0.0918, -4.1137, 0.2061)
H (-2.3136, -0.3230, -0.2630)
H (2.0001, -2.8524, 0.2183)
H (0.2008, 2.7957, 1.3355)
H (0.1430, 1.1217, 1.9779)
H (-1.5150, 2.0845, 1.4041)
H (-0.8133, 1.8001, -2.2350)
H (-0.9449, 3.0187, -1.0066)
H (-2.1309, 1.4814, -0.9682)

These are the natural (NBO) partial charges, in e, on atoms 1 to 5: number 1, C, carries -0.228; number 2, C, carries -0.229; number 3, C, carries -0.227; number 4, C, carries -0.236; number 5, C, carries 0.002

=====

Entry 11:
Entry from the OMol25 dataset: the molecule C5H7NO (ωB97M-V/def2-TZVPD).

Calculated values
- SMILES string: OCC#C[C@H]1CN1
- Net charge: 0
- Maximum force: 2.06 eV Å⁻¹
- ΔE to the lowest compared entry with this formula, charge and spin: 137.0 kcal per mole

CARTESIAN COORDINATES (ANGSTROEM)
O (3.0880, -0.5398, 0.5295)
C (2.1473, -0.4131, -0.5159)
C (0.8313, -0.2269, 0.0583)
C (-0.1354, -0.0626, 0.7819)
C (-1.3840, 0.6704, 0.7339)
C (-1.8326, 0.0944, -0.5713)
N (-2.7930, 0.3619, 0.4899)
H (2.8211, 0.1293, 1.1754)
H (2.3848, 0.4323, -1.1858)
H (2.1792, -1.3207, -1.1272)
H (-1.2554, 1.7483, 0.8145)
H (-1.6405, -0.9687, -0.6801)
H (-1.3025, 0.6214, -1.3824)
H (-3.1084, -0.5263, 0.8792)

These are the natural (NBO) partial charges, in e, on atoms 1 to 5: number 1, O, carries -0.696; number 2, C, carries -0.143; number 3, C, carries -0.066; number 4, C, carries -0.030; number 5, C, carries -0.170

=====

Entry 12:
Entry from the OMol25 dataset: the molecule C2H5N3OS (ωB97M-V/def2-TZVPD).

Calculated values
- SMILES string: N/N=C\NOC=S
- Net charge: 0
- Maximum force: 1.26 eV Å⁻¹
- ΔE to the lowest compared entry with this formula, charge and spin: 94.5 kcal per mole

CARTESIAN COORDINATES (ANGSTROEM)
N (-1.1764, -1.4441, 1.1006)
N (-1.7563, -0.4120, 0.4385)
C (-1.0206, 0.5952, 0.1266)
N (0.3439, 0.6996, 0.5361)
O (1.1455, -0.2675, -0.1631)
C (1.6651, 0.1063, -1.3250)
S (1.5359, 1.5340, -2.0904)
H (-1.8798, -1.9367, 1.6375)
H (-0.3599, -1.2062, 1.6472)
H (-1.4638, 1.4183, -0.4331)
H (0.7206, 1.6231, 0.2303)
H (2.2459, -0.7101, -1.7052)

These are the natural (NBO) partial charges, in e, on atoms 1 to 5: number 1, N, carries -0.628; number 2, N, carries -0.204; number 3, C, carries 0.093; number 4, N, carries -0.373; number 5, O, carries -0.341